[1]
{
  "formula": "C30H28HfN3O5STe",
  "method": "ωB97M-V with the def2-TZVPD basis set",
  "symbols": ["Hf", "C", "C", "C", "C", "C", "C", "C", "C", "N", "C", "O", "C", "C", "C", "C", "C", "N", "C", "O", "N", "C", "C", "C", "C", "C", "C", "C", "C", "H", "H", "H", "H", "H", "H", "H", "H", "H", "H", "H", "H", "H", "H", "H", "H", "H", "H", "H", "H", "H", "C", "C", "C", "C", "C", "C", "C", "S", "O", "O", "O", "H", "H", "H", "H", "H", "H", "H", "Te"],
  "xyz": [[0.4754, -0.1493, 0.0647], [4.5313, 1.4477, -0.5398], [3.8244, 1.8292, -1.8116], [4.5800, 2.1110, -2.9409], [3.9804, 2.3916, -4.1538], [2.6007, 2.3535, -4.2419], [1.8116, 2.0920, -3.1286], [0.3233, 2.0782, -3.2927], [2.4209, 1.8659, -1.8851], [1.6950, 1.6596, -0.6686], [1.9569, 2.5786, 0.2796], [2.4253, 3.7088, 0.1550], [1.6329, 2.0851, 1.6658], [1.6266, 2.9120, 2.7743], [1.2490, 2.3792, 3.9980], [0.8725, 1.0440, 4.0683], [0.9507, 0.2727, 2.9278], [1.4013, 0.7713, 1.7646], [0.5816, -1.1886, 2.8969], [0.3757, -1.7866, 3.9481], [0.5527, -1.6640, 1.6395], [0.5755, -3.0709, 1.4427], [1.6550, -3.8236, 1.9359], [2.7819, -3.1684, 2.6827], [1.7021, -5.1872, 1.6800], [0.7261, -5.8084, 0.9214], [-0.3132, -5.0542, 0.4072], [-0.4045, -3.6925, 0.6567], [-1.5582, -2.9217, 0.0766], [5.4943, 0.9908, -0.7659], [3.9350, 0.7350, 0.0317], [4.7029, 2.3279, 0.0855], [5.6618, 2.1046, -2.8601], [4.5831, 2.6167, -5.0256], [2.1129, 2.5307, -5.1939], [0.0617, 2.0675, -4.3514], [-0.1220, 2.9622, -2.8349], [-0.1023, 1.1962, -2.8305], [1.8869, 3.9527, 2.6408], [1.2196, 3.0044, 4.8811], [0.5173, 0.5854, 4.9801], [3.0475, -2.2204, 2.2084], [3.6611, -3.8122, 2.6924], [2.4859, -2.9565, 3.7116], [2.5360, -5.7655, 2.0628], [0.7920, -6.8685, 0.7079], [-1.0613, -5.5257, -0.2203], [-1.9155, -3.4023, -0.8325], [-1.2736, -1.9013, -0.1835], [-2.3852, -2.8576, 0.7899], [-0.9412, 6.7075, -1.1982], [-1.3248, 5.3133, -0.7840], [-0.9035, 4.7893, 0.4318], [-1.1842, 3.4747, 0.7670], [-1.8691, 2.6754, -0.1283], [-2.3663, 3.1998, -1.3125], [-2.1014, 4.5193, -1.6279], [-2.0325, 0.9391, 0.1585], [-3.4206, 0.6048, 0.1062], [-1.3143, 0.6078, 1.3938], [-1.2245, 0.2871, -0.9238], [-0.0265, 7.0177, -0.6951], [-1.7287, 7.4233, -0.9497], [-0.7755, 6.7486, -2.2742], [-0.3155, 5.4024, 1.1027], [-0.8823, 3.0619, 1.7169], [-2.9338, 2.5593, -1.9763], [-2.4723, 4.9370, -2.5562], [1.5161, -1.7274, -1.7232]],
  "forces_ev_per_angstrom": [[3.2, -1.6, -1.9], [-0.1, 0.1, 0.0], [-0.1, -0.1, 0.1], [0.1, 0.0, 0.0], [0.0, 0.0, -0.1], [0.1, 0.0, 0.0], [0.0, 0.0, 0.3], [0.1, 0.1, 0.0], [0.2, 0.1, -0.3], [-0.3, -0.1, 0.3], [0.0, 0.3, -0.3], [0.0, -0.1, 0.1], [0.5, -0.1, 0.1], [-0.1, 0.1, 0.0], [0.0, -0.1, -0.2], [0.0, 0.0, 0.1], [0.5, 0.0, 0.1], [-0.2, 1.1, 1.7], [-0.2, -0.5, 0.1], [0.1, 0.2, 0.1], [0.0, 0.0, 0.3], [0.0, -0.4, 0.0], [-0.1, 0.2, 0.0], [-0.1, 0.0, 0.0], [0.0, 0.0, 0.0], [0.0, 0.0, 0.0], [0.0, -0.1, 0.0], [-0.1, 0.1, 0.2], [0.0, 0.0, 0.4], [0.0, 0.0, 0.0], [0.1, -0.1, 0.0], [0.0, 0.0, 0.0], [0.0, -0.1, 0.0], [0.0, 0.0, 0.0], [0.0, 0.0, 0.0], [0.0, 0.0, 0.0], [-0.1, 0.0, 0.1], [-0.1, -0.2, 0.1], [0.0, 0.0, 0.0], [0.0, 0.0, 0.0], [0.0, -0.1, 0.0], [0.1, 0.0, 0.0], [0.0, 0.0, 0.0], [0.1, 0.0, 0.0], [0.0, 0.0, 0.0], [0.0, 0.0, 0.0], [0.0, 0.0, 0.0], [0.0, 0.1, -0.1], [-0.2, -0.4, -0.1], [0.0, 0.0, 0.0], [-0.1, 0.0, 0.1], [0.0, 0.0, 0.0], [0.0, 0.0, -0.1], [-0.1, 0.0, 0.1], [0.1, -0.1, 0.0], [-0.1, -0.1, 0.0], [0.0, 0.0, 0.1], [-2.1, 0.7, 0.0], [0.1, 0.0, 0.0], [0.0, 0.3, 0.1], [-1.7, 0.7, -1.0], [0.0, 0.0, 0.0], [0.0, 0.0, 0.0], [0.0, 0.1, 0.0], [0.0, 0.0, 0.0], [0.1, 0.0, 0.0], [0.0, 0.1, -0.1], [0.0, 0.0, 0.0], [0.4, -0.1, -0.3]],
  "lowdin_charge": [1.01, -0.04, -0.21, -0.06, -0.10, -0.06, -0.21, -0.04, -0.22, -0.02, -0.53, 0.04, -0.19, 0.00, -0.02, 0.02, -0.18, 0.02, -0.50, 0.05, -0.06, -0.24, -0.21, -0.04, -0.06, -0.10, -0.07, -0.25, -0.06, 0.08, 0.06, 0.08, 0.10, 0.09, 0.10, 0.08, 0.07, 0.04, 0.12, 0.11, 0.12, 0.08, 0.07, 0.07, 0.10, 0.09, 0.10, 0.09, -0.02, 0.10, -0.05, -0.26, -0.02, -0.05, -0.27, -0.06, -0.04, 0.52, -0.25, -0.33, -0.47, 0.08, 0.08, 0.08, 0.12, 0.10, 0.13, 0.12, 0.14],
  "total_charge": -1,
  "orbital_gap_ev": 5.580,
  "lumo_ev": 1.817,
  "e_homo_ev": -3.76
}


[2]
{
  "formula": "BF4H78O39",
  "method": "ωB97M-V with the def2-TZVPD basis set",
  "symbols": ["B", "F", "F", "F", "F", "O", "H", "H", "O", "H", "H", "O", "H", "H", "O", "H", "H", "O", "H", "H", "O", "H", "H", "O", "H", "H", "O", "H", "H", "O", "H", "H", "O", "H", "H", "O", "H", "H", "O", "H", "H", "O", "H", "H", "O", "H", "H", "O", "H", "H", "O", "H", "H", "O", "H", "H", "O", "H", "H", "O", "H", "H", "O", "H", "H", "O", "H", "H", "O", "H", "H", "O", "H", "H", "O", "H", "H", "O", "H", "H", "O", "H", "H", "O", "H", "H", "O", "H", "H", "O", "H", "H", "O", "H", "H", "O", "H", "H", "O", "H", "H", "O", "H", "H", "O", "H", "H", "O", "H", "H", "O", "H", "H", "O", "H", "H", "O", "H", "H", "O", "H", "H"],
  "xyz": [[0.1153, 0.2599, 0.1037], [0.4590, 0.3698, 1.4385], [0.1906, -1.0211, -0.3332], [-1.1318, 0.8400, -0.1260], [1.1182, 0.9605, -0.5294], [2.7530, -1.1946, -1.5389], [3.2796, -1.9277, -1.2202], [1.9508, -1.2310, -1.0178], [1.8506, -3.1988, -3.5617], [1.3972, -2.4178, -3.8790], [1.3125, -3.5094, -2.8336], [-5.5775, -2.0671, -1.1205], [-4.9819, -2.8137, -1.1848], [-5.0110, -1.3261, -0.9051], [2.3940, -3.1448, 4.7207], [2.0090, -3.6312, 3.9916], [1.8896, -2.3322, 4.7599], [4.6813, -1.3057, 0.6207], [5.4890, -0.8686, 0.3511], [4.5003, -0.9580, 1.4940], [-0.6651, 3.3844, 0.2913], [-1.5241, 3.1814, 0.6615], [-0.3394, 2.5450, -0.0337], [-3.0099, -4.5563, -1.6892], [-3.8477, -4.9785, -1.8787], [-2.6534, -4.3336, -2.5493], [-1.0591, -2.8979, 4.2144], [-1.9180, -2.7983, 3.8037], [-0.4482, -2.9631, 3.4804], [-5.5510, 2.6066, -3.0186], [-5.2133, 2.0992, -3.7567], [-4.8873, 2.5080, -2.3359], [-2.6986, -2.2506, 0.3630], [-2.7932, -2.5867, 1.2542], [-2.8654, -3.0079, -0.1981], [4.6180, -3.4708, -0.9339], [5.1483, -3.1026, -1.6406], [4.6372, -2.8043, -0.2471], [0.0769, 2.6322, -3.4367], [0.9408, 2.7149, -3.8407], [-0.1193, 1.6963, -3.4792], [-2.2984, 4.8242, 3.0898], [-2.7320, 5.5543, 2.6481], [-2.4691, 4.0683, 2.5280], [3.6721, 1.4816, 0.7178], [2.9154, 1.1531, 0.2323], [3.4609, 1.3108, 1.6357], [-0.3439, 2.7672, 4.4911], [-0.9873, 2.6655, 5.1925], [-0.8659, 2.9648, 3.7135], [-4.9407, 0.4998, 3.0459], [-4.8685, 0.6094, 2.0977], [-5.8799, 0.5527, 3.2227], [3.2041, 0.1270, -5.1072], [3.8371, 0.1206, -5.8252], [3.4888, 0.8456, -4.5426], [6.3369, 1.5011, -0.0829], [5.3812, 1.5018, -0.0289], [6.6037, 2.2977, 0.3760], [3.6914, 0.0271, 3.0607], [3.9363, 0.7572, 3.6291], [2.8808, -0.3116, 3.4409], [-3.0809, 4.5990, -1.8123], [-2.7668, 5.4697, -1.5685], [-2.7017, 4.4405, -2.6769], [4.5041, 3.7286, -2.8325], [4.9200, 3.8496, -1.9789], [4.0950, 2.8649, -2.7799], [1.7105, 5.0357, 1.8001], [1.0288, 4.5923, 2.3049], [1.8035, 4.5080, 1.0069], [0.8602, -0.9036, 4.2269], [0.2938, -0.2472, 3.8211], [0.2889, -1.3687, 4.8380], [0.4486, -3.2372, 1.9686], [0.0862, -2.6223, 1.3309], [1.2614, -3.5465, 1.5687], [3.1871, 1.2666, -2.4450], [2.3053, 1.5726, -2.2328], [3.2343, 0.3890, -2.0657], [-0.0364, 5.0415, -1.9104], [-0.1086, 4.2707, -2.4733], [-0.4113, 4.7641, -1.0745], [-2.7622, 1.6731, -1.8451], [-2.3919, 2.1482, -2.5891], [-2.0335, 1.1539, -1.5052], [2.6600, -4.1623, 1.0507], [3.0543, -4.8396, 1.6002], [3.2250, -4.1200, 0.2792], [-2.7739, -3.2795, -4.1874], [-3.5872, -2.9955, -4.6046], [-2.2436, -2.4848, -4.1296], [4.8195, -1.8270, -3.4223], [4.7753, -2.5161, -4.0852], [3.9057, -1.5973, -3.2535], [-2.2326, -4.7563, 1.6964], [-1.3498, -5.0821, 1.5209], [-2.8118, -5.4065, 1.2990], [-3.4184, 3.0521, 0.8615], [-3.9999, 2.3796, 0.5069], [-3.3534, 3.7050, 0.1645], [1.6680, 4.7429, 4.8959], [1.0977, 3.9849, 4.7679], [1.1432, 5.4895, 4.6072], [-3.9201, -2.1013, 3.5815], [-3.8154, -1.2706, 3.1177], [-3.8936, -1.8637, 4.5083], [-1.6652, -1.2314, -2.3873], [-1.7718, -0.9939, -1.4662], [-0.7816, -0.9383, -2.6100], [0.5687, -0.3534, -4.3624], [0.6614, -1.1117, -4.9391], [1.3691, 0.1529, -4.5012], [-1.8637, -0.0037, 3.5959], [-1.7646, 0.2072, 2.6675], [-2.7544, 0.2731, 3.8111], [-0.0881, -3.4752, -1.2887], [-1.0313, -3.6365, -1.2618], [0.0558, -2.7847, -0.6417], [-4.4229, 0.3381, 0.0346], [-3.7535, -0.3124, 0.2468], [-3.9798, 0.9584, -0.5443]],
  "forces_ev_per_angstrom": [[1.3, 1.0, 1.7], [-0.7, -0.4, 1.0], [-0.4, -1.6, -0.3], [-0.5, -0.7, 0.0], [0.4, 1.2, -1.6], [-0.1, 0.2, -0.3], [0.4, -0.4, 0.0], [-0.3, 0.2, 0.1], [0.4, -0.3, -0.7], [0.0, 0.2, 0.3], [-0.4, -0.1, 0.5], [-0.4, -0.4, -0.2], [0.2, -0.1, 0.0], [0.0, 0.4, 0.1], [0.6, -0.5, 0.4], [-0.2, 0.1, -0.2], [0.0, 0.2, -0.3], [0.2, -0.5, -0.2], [0.3, 0.4, -0.2], [-0.3, 0.2, 0.6], [0.5, 0.8, 0.2], [-0.4, -0.3, 0.0], [0.1, 0.1, -0.1], [0.0, -0.1, 0.9], [-0.2, -0.1, 0.0], [0.0, 0.4, -0.8], [-0.2, -0.1, 1.0], [-0.5, 0.1, -0.1], [0.4, -0.2, -0.5], [-0.3, 0.2, -0.1], [0.1, -0.2, -0.1], [0.3, 0.0, 0.2], [0.0, 1.2, -0.2], [0.1, -0.4, 0.4], [-0.1, -0.5, -0.3], [-0.4, -0.9, -0.1], [0.0, 0.2, -0.6], [0.4, 0.7, 0.9], [-0.2, 0.1, 0.1], [0.3, 0.2, -0.2], [-0.1, -0.5, -0.1], [0.3, 0.0, 0.4], [-0.1, 0.2, -0.1], [-0.4, -0.3, -0.3], [0.3, 0.7, -0.5], [-0.3, -0.1, -0.2], [0.0, -0.3, 0.3], [0.3, -0.1, 0.0], [-0.1, 0.0, 0.2], [-0.1, 0.1, -0.2], [0.3, 0.2, 0.3], [0.0, 0.1, -0.7], [-0.2, -0.1, 0.1], [-0.3, 0.0, -0.4], [0.1, -0.1, -0.2], [0.2, 0.2, 0.8], [0.8, -0.2, -0.3], [-0.9, 0.0, 0.3], [0.1, 0.1, 0.1], [0.3, 0.1, -0.2], [0.2, 0.1, 0.3], [-0.7, -0.4, 0.2], [-0.6, -0.1, 0.4], [0.3, 0.3, -0.1], [0.2, 0.1, -0.1], [0.2, 0.6, -0.4], [0.1, 0.0, 0.2], [-0.1, -0.6, 0.3], [0.2, 0.4, 0.1], [-0.1, -0.2, 0.1], [-0.1, -0.1, -0.3], [1.0, 0.5, 0.1], [-0.3, 0.2, -0.2], [-0.7, -0.2, 0.0], [-1.0, 0.1, 0.3], [-0.2, 0.3, 0.1], [0.8, -0.3, -0.3], [0.2, 1.2, -1.0], [-0.3, 0.1, 0.4], [0.0, -1.0, 0.5], [0.0, 0.9, -0.5], [0.0, -0.4, 0.0], [0.0, -0.4, 0.5], [-0.7, 0.2, -0.5], [0.0, 0.2, -0.1], [0.3, -0.1, 0.2], [0.2, -0.3, 0.2], [0.1, -0.1, 0.2], [0.3, 0.1, -0.7], [0.0, -0.5, -0.3], [-0.3, 0.0, 0.0], [0.2, 0.4, 0.5], [0.8, -0.1, 0.1], [-0.1, -0.2, -0.1], [-0.6, 0.0, 0.0], [-0.3, 0.1, 0.1], [0.5, 0.2, 0.0], [-0.2, -0.2, -0.1], [0.1, 0.3, 0.7], [-0.1, -0.2, 0.2], [0.0, 0.3, -0.7], [0.5, 0.3, 0.3], [-0.4, -0.4, 0.0], [-0.1, 0.2, -0.1], [0.0, -0.8, -0.2], [-0.2, 0.3, 0.0], [0.1, 0.1, 0.2], [-0.5, 0.1, -0.6], [-0.1, -0.3, 0.4], [0.5, 0.0, -0.2], [-0.9, 0.0, 0.5], [0.0, 0.0, -0.4], [0.7, -0.1, -0.2], [0.1, 0.0, 0.1], [0.2, 0.2, -0.4], [-0.3, 0.3, 0.1], [0.5, -0.7, -0.2], [-0.2, -0.1, 0.0], [-0.1, 0.1, -0.1], [-0.7, 0.2, 0.6], [0.6, -0.6, 0.2], [0.4, 0.1, -0.8]],
  "lowdin_charge": [-1.35, 0.18, 0.17, 0.13, 0.16, -0.03, 0.02, 0.04, -0.04, -0.01, 0.00, -0.05, 0.00, -0.02, -0.05, 0.01, -0.02, -0.03, 0.05, 0.03, -0.03, -0.01, 0.02, -0.04, 0.05, 0.01, -0.07, -0.01, -0.03, -0.05, 0.03, -0.01, -0.02, 0.02, 0.00, -0.06, 0.03, -0.02, -0.02, 0.06, 0.02, -0.04, 0.04, -0.01, -0.04, 0.01, 0.01, -0.03, 0.06, 0.02, -0.03, 0.01, 0.06, -0.04, 0.06, 0.02, -0.06, -0.03, 0.03, -0.02, 0.07, 0.03, -0.04, 0.05, 0.04, -0.06, 0.02, -0.03, -0.05, 0.00, 0.02, -0.06, 0.01, 0.03, -0.04, 0.02, -0.02, -0.04, 0.03, 0.00, -0.07, -0.03, -0.02, -0.04, 0.04, 0.00, -0.01, 0.07, 0.02, -0.04, 0.05, 0.02, -0.05, 0.05, -0.01, -0.03, 0.04, 0.04, -0.03, 0.02, 0.02, -0.07, -0.03, 0.02, -0.05, -0.02, 0.05, -0.03, 0.00, 0.02, -0.04, 0.04, 0.00, -0.02, 0.04, 0.02, -0.02, 0.00, 0.00, -0.03, 0.02, 0.00],
  "total_charge": -1,
  "orbital_gap_ev": 9.718,
  "lumo_ev": 1.601,
  "e_homo_ev": -8.12
}